Below is 10 unconnected molecules or ions with the total composition C31H89N13O10 in a non-equilibrium geometry, with properties calculated with the ωB97M-V functional and the def2-TZVPD basis.

```
! RIJCOSX wB97M-V def2-TZVPD def2/J DEFGRID3
* xyz 0 1
C 4.366 1.795 2.499
O 3.593 1.610 1.545
N 5.593 1.209 2.553
N 4.075 2.593 3.535
H 5.799 0.365 2.050
H 6.248 1.420 3.282
H 3.299 3.231 3.562
H 4.715 2.741 4.294
C 3.283 5.249 0.018
O 3.454 6.318 -0.572
N 4.135 4.205 -0.024
N 2.176 5.057 0.805
H 4.862 4.238 -0.713
H 3.857 3.402 0.512
H 1.557 5.837 0.922
H 1.835 4.124 0.967
C -2.644 -3.187 3.390
O -2.692 -2.839 2.210
N -3.012 -4.432 3.816
N -2.056 -2.408 4.346
H -3.315 -5.017 3.054
H -2.769 -4.782 4.718
H -1.998 -2.812 5.261
H -1.934 -1.436 4.135
C 2.111 0.368 -4.268
C 2.954 1.618 -3.984
C 4.444 1.236 -3.793
O 4.622 0.209 -2.869
C 4.064 0.444 -1.576
N 2.677 2.667 -4.984
H 1.053 0.577 -4.104
H 2.442 -0.356 -3.524
H 2.218 -0.047 -5.271
H 2.627 1.972 -2.998
H 4.968 2.157 -3.495
H 4.845 0.987 -4.780
H 4.246 1.477 -1.272
H 4.598 -0.129 -0.820
H 3.016 0.164 -1.648
H 3.538 2.711 -5.533
H 2.002 2.297 -5.644
C 2.168 -3.028 -4.435
C 0.733 -3.438 -4.724
C -0.109 -2.252 -5.235
O 0.291 -1.636 -6.460
C 0.400 -2.389 -7.646
N 0.704 -4.724 -5.434
H 2.210 -2.511 -3.471
H 2.593 -2.238 -5.059
H 2.931 -3.804 -4.397
H 0.264 -3.619 -3.745
H -0.069 -1.469 -4.481
H -1.157 -2.570 -5.302
H 0.637 -1.692 -8.447
H -0.521 -2.912 -7.927
H 1.206 -3.106 -7.526
H -0.188 -4.864 -5.904
H 1.346 -4.643 -6.212
C -2.826 1.554 4.645
C -2.389 2.587 3.606
C -3.353 3.779 3.663
O -2.963 4.857 2.834
C -3.111 4.592 1.453
N -1.026 3.074 3.949
H -2.189 0.689 4.433
H -3.883 1.301 4.594
H -2.521 1.903 5.631
H -2.474 2.182 2.593
H -3.309 4.267 4.643
H -4.378 3.408 3.546
H -2.300 3.979 1.043
H -3.163 5.516 0.884
H -4.014 4.005 1.249
H -1.055 4.054 3.669
H -0.378 2.630 3.265
C -0.641 -0.418 1.785
C 0.353 0.549 1.189
C -0.333 1.332 0.064
O -1.019 0.495 -0.841
C -0.321 -0.395 -1.669
N 0.783 1.447 2.287
H -1.611 -0.015 2.091
H -0.252 -0.918 2.680
H -0.946 -1.251 1.147
H 1.266 0.031 0.877
H 0.410 1.928 -0.481
H -1.126 1.947 0.489
H 0.728 -0.188 -1.890
H -0.766 -0.504 -2.651
H -0.398 -1.397 -1.238
H 1.065 0.882 3.098
H 1.693 1.905 2.209
C -4.406 0.894 -2.092
C -3.977 0.997 -3.545
C -3.663 2.455 -3.911
O -3.736 2.719 -5.300
C -5.034 2.798 -5.819
N -2.857 0.125 -3.877
H -5.425 1.258 -1.966
H -3.672 1.414 -1.467
H -4.329 -0.146 -1.771
H -4.873 0.753 -4.123
H -2.693 2.784 -3.543
H -4.435 3.078 -3.442
H -5.545 1.832 -5.816
H -5.044 3.277 -6.797
H -5.569 3.540 -5.200
H -3.063 -0.855 -3.690
H -2.090 0.263 -3.218
C -1.736 -5.859 -1.761
C -1.491 -4.974 -0.542
C -0.148 -4.281 -0.622
O 0.852 -5.252 -0.909
C 2.171 -4.755 -1.090
N -2.614 -4.022 -0.449
H -1.088 -6.733 -1.677
H -1.605 -5.396 -2.740
H -2.757 -6.241 -1.717
H -1.444 -5.661 0.305
H 0.175 -3.876 0.347
H -0.125 -3.516 -1.409
H 2.819 -5.562 -1.417
H 2.491 -4.409 -0.100
H 2.102 -3.942 -1.816
H -2.428 -3.220 -1.064
H -2.482 -3.451 0.404
C 0.746 1.575 7.550
C 1.036 0.481 6.498
C -0.100 -0.555 6.497
O -0.216 -1.353 7.658
C 0.948 -2.150 7.899
N 1.150 1.172 5.183
H 0.688 1.191 8.572
H -0.166 2.146 7.358
H 1.493 2.375 7.535
H 2.009 0.023 6.682
H -0.058 -1.141 5.569
H -1.083 -0.081 6.442
H 1.749 -1.482 8.217
H 1.209 -2.703 6.993
H 0.691 -2.847 8.693
H 1.569 2.055 5.462
H 0.205 1.513 4.981
*
```

Values from the calculation:
- Molar mass: 804.13 Da
- SMILES string: COC[C@H](C)N.COC[C@H](C)N.COC[C@H](C)N.COC[C@H](C)N.COC[C@H](C)N.COC[C@H](C)N.COC[C@H](C)N.NC(N)=O.NC(N)=O.NC(N)=O
- E_tot: -2698.6640 Eh
- Orbital gap: 8.992 eV